Run 1
9
Properties=species:S:1:pos:R:3:mulliken_charge:R:1 method="wB97M-V/def2-TZVPD" homo_energy_ev=-9.28 orbital_gap_ev=9.09 e_lumo_ev=-0.19
C 1.383 -0.620 2.593 0.83
C 0.288 -0.013 -0.238 -0.47
C 1.603 -0.016 -0.283 -0.45
O 2.335 -0.118 3.024 -0.39
O 0.460 -1.159 2.164 -0.37
I 2.759 -1.764 -0.385 0.15
I 2.760 1.775 -0.048 0.13
H -0.380 0.943 0.074 0.21
H -0.321 -0.767 -0.513 0.37

=====

Run 2
9
Properties=species:S:1:pos:R:3:mulliken_charge:R:1 method="wB97M-V/def2-TZVPD" homo_energy_ev=-9.26 orbital_gap_ev=9.08 e_lumo_ev=-0.18
C -0.983 1.005 1.473 0.78
C 0.727 -1.067 -0.179 -0.56
C 0.230 -0.177 -1.007 -0.44
O -1.758 1.653 0.914 -0.36
O -0.097 0.380 1.861 -0.36
I 1.396 1.586 -1.347 0.10
I -1.337 -0.477 -2.364 0.16
H 0.234 -1.914 0.238 0.33
H 1.587 -0.988 0.412 0.35

=====

Most stable: run 2

=====

Run 1
15
Properties=species:S:1:pos:R:3:mulliken_charge:R:1 method="wB97M-V/def2-TZVPD" homo_energy_ev="-13.64 / -13.64" orbital_gap_ev="8.61 / 8.61" total_charge=+1 e_lumo_ev="-5.03 / -5.03"
N -0.638 -1.440 0.067 -0.16
N -1.737 -0.829 -0.311 -0.35
C -1.965 0.427 -0.125 -0.30
C -0.981 1.425 0.137 0.14
N 0.281 1.207 0.062 -0.38
C 1.144 0.261 -0.163 0.59
N 1.892 -0.235 0.829 -0.36
O 1.516 -0.102 -1.370 -0.44
H -0.683 -2.434 -0.132 0.25
H -0.151 -1.200 0.927 0.31
H -2.958 0.759 -0.386 0.38
H -1.284 2.462 0.223 0.42
H 1.835 0.167 1.750 0.27
H 2.729 -0.745 0.590 0.26
H 1.001 0.276 -2.098 0.38

=====

Run 2
15
Properties=species:S:1:pos:R:3:mulliken_charge:R:1 method="wB97M-V/def2-TZVPD" homo_energy_ev=-14.55 orbital_gap_ev=8.91 total_charge=+1 e_lumo_ev=-5.64
H 2.493 -1.088 -1.773 0.33
N 1.639 -1.363 -1.183 -0.43
N 1.090 -0.360 -0.726 0.20
C 0.018 0.156 -0.114 0.30
N -0.158 0.599 1.102 -0.10
C 0.741 0.521 2.278 -0.83
C -1.347 0.174 -0.916 0.60
N -1.287 -0.417 -2.187 -0.37
O -2.261 0.720 -0.408 -0.48
H -1.097 1.059 1.171 0.31
H 1.376 1.377 2.193 0.37
H 1.433 -0.391 2.550 0.30
H 0.106 0.522 3.205 0.32
H -0.702 -1.222 -2.398 0.23
H -2.045 -0.286 -2.796 0.24

=====

Most stable: run 1

=====

Run 1
9
Properties=species:S:1:pos:R:3:mulliken_charge:R:1 method="wB97M-V/def2-TZVPD" homo_energy_ev=-8.51 orbital_gap_ev=9.11 e_lumo_ev=0.60
C -0.452 0.718 0.521 -0.41
C 0.509 0.712 -0.577 -0.04
C -0.078 -0.610 -0.253 0.01
P -1.829 -0.417 -0.051 -0.08
P 1.728 -0.366 0.183 -0.03
H -0.260 0.884 1.541 0.27
H 0.398 1.297 -1.595 0.26
H -2.093 -1.324 1.199 0.03
H 2.077 -0.893 -0.968 -0.01

=====

Run 2
9
Properties=species:S:1:pos:R:3:mulliken_charge:R:1 method="wB97M-V/def2-TZVPD" homo_energy_ev=-8.52 orbital_gap_ev=7.01 e_lumo_ev=-1.52
H -3.214 -0.049 0.020 0.03
P -2.297 -1.246 0.070 -0.04
C -0.637 -0.558 -0.060 -0.17
C 0.032 0.837 0.022 -0.45
C 0.765 -0.383 0.098 0.31
P 2.180 -1.286 0.072 -0.13
H 2.979 -0.146 -0.228 0.01
H 0.048 1.379 0.867 0.25
H 0.144 1.453 -0.861 0.21

=====

Run 3
9
Properties=species:S:1:pos:R:3:mulliken_charge:R:1 method="wB97M-V/def2-TZVPD" homo_energy_ev=-8.85 orbital_gap_ev=9.45 e_lumo_ev=0.60
P -1.496 -0.818 0.711 -0.05
C -0.040 0.284 0.984 -0.21
C 0.060 0.928 -0.334 -0.20
P 1.512 0.087 -1.075 -0.06
C 0.036 -0.597 -0.253 -0.05
H -1.042 -1.919 1.483 0.02
H 0.639 0.355 1.816 0.30
H -0.683 1.634 -0.926 0.24
H 1.015 0.046 -2.405 0.02

=====

Run 4
9
Properties=species:S:1:pos:R:3:mulliken_charge:R:1 method="wB97M-V/def2-TZVPD" homo_energy_ev=-7.79 orbital_gap_ev=6.85 e_lumo_ev=-0.94
C 0.297 0.254 0.973 -0.54
C 0.272 -0.468 -0.112 -0.16
C -0.562 0.910 -1.641 -0.32
P -1.166 2.391 -0.784 -0.04
P 0.498 2.269 -2.009 0.02
H 0.626 -0.330 1.848 0.24
H 0.003 1.237 0.915 0.10
H 0.387 -1.406 -0.607 0.35
H -1.117 0.243 -2.389 0.35

=====

Most stable: run 3